Record 1
Formula: C6H7BO2S
Source: OMol25
Level of theory: ωB97M-V with the def2-TZVPD basis set

```
! RIJCOSX wB97M-V def2-TZVPD def2/J DEFGRID3
* xyz 0 1
C 1.385 2.263 0.621
C 0.979 1.254 0.120
C 0.502 0.034 -0.383
C 1.243 -1.083 -0.672
C 2.615 -1.335 -0.370
S 3.631 -0.576 0.577
C -0.870 0.026 -0.901
B -1.891 -0.038 0.478
O -2.494 -1.192 0.744
O -2.205 1.151 0.944
H 1.412 3.345 0.664
H 0.694 -1.890 -1.193
H 2.883 -2.383 -0.725
H -1.048 0.958 -1.251
H -0.856 -0.774 -1.591
H -3.001 -1.227 1.547
H -2.978 1.467 1.392
*
```

E_HOMO, eV: -8.0
Structure (SMILES): C#C/C(=C\C=S)CB(O)O
ΔE to the lowest compared entry with this formula, charge and spin, kJ/mol: 125.1
Orbital gap, hartree: 0.2706
E_LUMO, hartree: -0.022

Which charges does natural (NBO) predict for the atoms? In e, they are:
1 C -0.159
2 C -0.049
3 C 0.038
4 C -0.282
5 C -0.333
6 S 0.054
7 C -0.705
8 B 1.116
9 O -0.878
10 O -0.909
11 H 0.240
12 H 0.206
13 H 0.191
14 H 0.234
15 H 0.232
16 H 0.490
17 H 0.514

Record 2
Formula: C6H7BS
Source: OMol25
Level of theory: ωB97M-V with the def2-TZVPD basis set

```
! RIJCOSX wB97M-V def2-TZVPD def2/J DEFGRID3
* xyz 0 1
B 0.559 -1.998 0.552
C 0.352 -0.774 -0.392
C -1.086 -0.531 -0.437
C -1.586 0.685 -0.237
C -0.703 1.844 0.067
C 0.614 1.698 0.057
C 1.212 0.349 -0.074
S 2.841 0.157 0.271
H -0.080 -2.981 0.353
H 1.428 -1.883 1.316
H 0.825 -1.304 -1.243
H -1.631 -1.361 -0.692
H -2.617 0.930 -0.104
H -1.452 2.676 0.204
H 1.324 2.494 0.360
*
```

E_HOMO, eV: -8.4
Structure (SMILES): B[C@H]1C=CC=CC1=S
ΔE to the lowest compared entry with this formula, charge and spin, kJ/mol: 108.3
Orbital gap, hartree: 0.2871
E_LUMO, hartree: -0.021

Which charges does natural (NBO) predict for the atoms? In e, they are:
1 B 0.516
2 C -0.737
3 C -0.116
4 C -0.248
5 C -0.141
6 C -0.266
7 C -0.019
8 S -0.073
9 H -0.078
10 H -0.053
11 H 0.326
12 H 0.213
13 H 0.212
14 H 0.227
15 H 0.239

Record 3
Formula: C6H7Br
Source: OMol25
Level of theory: ωB97M-V with the def2-TZVPD basis set

```
! RIJCOSX wB97M-V def2-TZVPD def2/J DEFGRID3
* xyz 0 1
C 0.313 -1.220 -0.028
C -0.210 -2.385 -0.153
C 1.255 1.233 0.300
C 0.480 1.093 -0.972
C -1.182 0.509 0.873
C 0.093 0.218 0.189
Br -2.835 -0.012 0.040
H 0.446 -3.136 -0.334
H -1.277 -2.492 -0.247
H 2.193 0.840 0.389
H 1.265 2.198 0.759
H -0.226 1.957 -1.069
H 0.912 0.670 -1.746
H -1.227 0.526 1.998
*
```

E_HOMO (alpha / beta), eV: -8.2 / -8.4
ΔE to the lowest compared entry with this formula, charge and spin, kJ/mol: 421.5
Orbital gap (alpha / beta), hartree: 0.2936 / 0.3118
E_LUMO (alpha / beta), hartree: -0.008 / 0.003

Which charges does natural (NBO) predict for the atoms? In e, they are:
1 C 0.189
2 C -0.544
3 C -0.375
4 C -0.358
5 C -0.169
6 C -0.294
7 Br 0.029
8 H 0.222
9 H 0.217
10 H 0.215
11 H 0.225
12 H 0.224
13 H 0.214
14 H 0.205

Record 4
Formula: C6H7Br2NO
Source: OMol25
Level of theory: ωB97M-V with the def2-TZVPD basis set

```
! RIJCOSX wB97M-V def2-TZVPD def2/J DEFGRID3
* xyz 0 1
C 0.452 0.894 1.357
C 0.935 -0.325 1.741
C -0.042 1.443 0.012
C 1.116 -1.528 0.811
C 0.141 -1.579 -0.304
C -0.503 -0.703 -2.357
N -1.213 1.512 -0.517
O 0.336 -1.009 -1.416
Br 2.918 -1.179 -0.074
Br -1.789 -1.929 0.168
H 0.250 1.726 2.029
H 1.436 -0.650 2.666
H 0.768 1.851 -0.507
H 1.175 -2.273 1.462
H -1.907 1.157 0.139
H -1.530 -0.729 -2.267
H -0.047 -0.679 -3.297
*
```

E_HOMO, eV: -7.5
ΔE to the lowest compared entry with this formula, charge and spin, kJ/mol: 388.7
Orbital gap, hartree: 0.2716
E_LUMO, hartree: -0.004

Which charges does natural (NBO) predict for the atoms? In e, they are:
1 C -0.251
2 C -0.191
3 C 0.100
4 C -0.276
5 C 0.195
6 C -0.126
7 N -0.589
8 O -0.329
9 Br -0.021
10 Br -0.047
11 H 0.231
12 H 0.222
13 H 0.172
14 H 0.221
15 H 0.335
16 H 0.181
17 H 0.172

Record 5
Formula: C6H7BrClN2
Source: OMol25
Level of theory: ωB97M-V with the def2-TZVPD basis set

```
! RIJCOSX wB97M-V def2-TZVPD def2/J DEFGRID3
* xyz 1 1
C -0.409 2.972 -1.690
C -0.492 1.654 -1.805
Cl -1.257 0.870 -3.158
C -0.086 0.370 -0.547
C 0.431 0.267 0.692
N 0.361 -1.020 1.088
C 0.820 -1.530 2.393
C -0.263 -1.666 0.112
Br -0.332 -3.457 -0.323
N -0.474 -0.810 -0.942
H -0.779 3.610 -2.596
H 0.268 3.554 -0.962
H 0.614 1.020 1.335
H 1.026 -0.638 3.045
H 0.053 -1.983 2.890
H 1.679 -2.252 2.261
H -1.161 -0.962 -1.793
*
```

E_HOMO, eV: -13.3
Structure (SMILES): C=C(Cl)c1cn(C)c(Br)[nH+]1
ΔE to the lowest compared entry with this formula, charge and spin, kJ/mol: 0.0
Orbital gap, hartree: 0.3577
E_LUMO, hartree: -0.133

Which charges does natural (NBO) predict for the atoms? In e, they are:
1 C -0.397
2 C -0.046
3 Cl 0.053
4 C 0.190
5 C -0.079
6 N -0.281
7 C -0.409
8 C 0.289
9 Br 0.218
10 N -0.519
11 H 0.260
12 H 0.258
13 H 0.241
14 H 0.246
15 H 0.234
16 H 0.252
17 H 0.490

Record 6
Formula: C6H7BrFN
Source: OMol25
Level of theory: ωB97M-V with the def2-TZVPD basis set

```
! RIJCOSX wB97M-V def2-TZVPD def2/J DEFGRID3
* xyz 0 3
C 0.939 -1.328 -0.033
C 0.297 -1.055 -1.163
C 1.330 -0.441 1.121
C -0.457 0.265 -1.331
C -1.282 0.776 -0.257
C -1.104 1.966 0.368
N 1.297 -0.836 2.297
F 0.480 1.226 -1.737
Br -2.673 -0.314 0.533
H 1.452 -2.276 0.195
H 0.255 -1.838 -1.841
H 1.593 0.506 0.711
H -1.094 0.198 -2.228
H -0.255 2.607 -0.065
H 1.005 -1.764 2.376
H -1.786 2.308 1.055
*
```

E_HOMO (alpha / beta), eV: -6.0 / -9.4
⟨S²⟩: 2.02
ΔE to the lowest compared entry with this formula, charge and spin, kJ/mol: 0.0
Orbital gap (alpha / beta), hartree: 0.2487 / 0.2270
E_LUMO (alpha / beta), hartree: 0.028 / -0.120

Which charges does natural (NBO) predict for the atoms? In e, they are:
1 C -0.217
2 C -0.287
3 C -0.125
4 C 0.088
5 C -0.075
6 C -0.401
7 N -0.332
8 F -0.368
9 Br 0.040
10 H 0.203
11 H 0.223
12 H 0.247
13 H 0.197
14 H 0.229
15 H 0.364
16 H 0.213

Record 7
Formula: C6H7BrIN2
Source: OMol25
Level of theory: ωB97M-V with the def2-TZVPD basis set

```
! RIJCOSX wB97M-V def2-TZVPD def2/J DEFGRID3
* xyz 1 1
C -0.642 0.575 -1.896
C -0.029 0.082 -0.774
C -2.167 -0.115 -0.467
C 3.088 0.783 0.640
C 2.649 -0.328 0.147
C -0.658 -0.593 1.559
N -0.949 -0.260 0.150
N -2.034 0.440 -1.647
Br 2.722 -2.075 -0.107
I -4.039 -0.569 0.268
H -0.327 0.959 -2.759
H 4.043 0.860 1.268
H 2.653 1.676 0.502
H -0.017 0.161 1.973
H -1.581 -0.975 1.944
H -0.049 -1.559 1.443
H -2.662 0.940 -2.244
*
```

E_HOMO (alpha / beta), eV: -12.4 / -12.4
ΔE to the lowest compared entry with this formula, charge and spin, kJ/mol: 102.5
Orbital gap (alpha / beta), hartree: 0.2572 / 0.2583
E_LUMO (alpha / beta), hartree: -0.198 / -0.197

Which charges does natural (NBO) predict for the atoms? In e, they are:
1 C -0.166
2 C 0.031
3 C 0.243
4 C -0.483
5 C 0.057
6 C -0.403
7 N -0.396
8 N -0.503
9 Br 0.387
10 I 0.285
11 H 0.228
12 H 0.294
13 H 0.269
14 H 0.244
15 H 0.241
16 H 0.218
17 H 0.457

Record 8
Formula: C6H7BrO
Source: OMol25
Level of theory: ωB97M-V with the def2-TZVPD basis set

```
! RIJCOSX wB97M-V def2-TZVPD def2/J DEFGRID3
* xyz 0 1
O -0.554 3.004 0.046
C -0.209 2.034 -0.479
C 0.218 0.824 0.371
C -0.905 0.141 0.938
C -0.962 -1.105 0.562
C 0.112 -1.601 -0.339
C 0.998 -0.336 -0.495
Br 2.795 -0.723 0.158
H -0.129 1.972 -1.565
H 0.750 1.314 1.124
H -1.786 0.596 1.536
H -1.874 -1.648 0.891
H 0.606 -2.420 0.230
H -0.185 -2.016 -1.420
H 1.125 -0.037 -1.557
*
```

E_HOMO, eV: -9.4
Structure (SMILES): O=C[C@H]1C=CC[C@@H]1Br
ΔE to the lowest compared entry with this formula, charge and spin, kJ/mol: 169.3
Orbital gap, hartree: 0.3739
E_LUMO, hartree: 0.029

Which charges does natural (NBO) predict for the atoms? In e, they are:
1 O -0.497
2 C 0.473
3 C -0.389
4 C -0.195
5 C -0.190
6 C -0.477
7 C -0.224
8 Br 0.001
9 H 0.099
10 H 0.246
11 H 0.240
12 H 0.217
13 H 0.239
14 H 0.231
15 H 0.225

Record 9
Formula: C6H7CdO6
Source: OMol25
Level of theory: ωB97M-V with the def2-TZVPD basis set

```
! RIJCOSX wB97M-V def2-TZVPD def2/J DEFGRID3
* xyz 0 2
O 3.287 2.006 -0.548
C 2.894 0.984 0.079
O 3.401 -0.155 -0.186
O 1.748 1.021 0.728
Cd 4.798 0.854 -1.363
C 1.149 -0.337 0.932
C 0.307 -0.754 -0.265
C -0.968 -1.422 0.152
C -2.196 -1.054 -0.202
O -2.406 0.000 -1.083
C -2.902 1.178 -0.675
O -3.391 1.945 -1.459
O -2.809 1.452 0.617
H 0.523 -0.164 1.815
H 1.842 -1.128 1.244
H 0.890 -1.461 -0.878
H 0.096 0.119 -0.896
H -0.905 -2.308 0.789
H -3.096 -1.602 0.086
H -2.262 0.824 1.112
*
```

E_HOMO (alpha / beta), eV: -7.9 / -10.5
⟨S²⟩: 0.75
Orbital gap (alpha / beta), hartree: 0.3063 / 0.3377
E_LUMO (alpha / beta), hartree: 0.017 / -0.048

Which charges does natural (NBO) predict for the atoms? In e, they are:
1 O -0.813
2 C 0.943
3 O -0.864
4 O -0.489
5 Cd 0.893
6 C -0.062
7 C -0.495
8 C -0.210
9 C 0.078
10 O -0.517
11 C 0.978
12 O -0.575
13 O -0.672
14 H 0.187
15 H 0.220
16 H 0.237
17 H 0.245
18 H 0.218
19 H 0.203
20 H 0.496

Record 10
Formula: C6H7Cl
Source: OMol25
Level of theory: ωB97M-V with the def2-TZVPD basis set

```
! RIJCOSX wB97M-V def2-TZVPD def2/J DEFGRID3
* xyz 0 1
C -0.212 -1.027 -0.389
C 0.675 -1.964 -0.671
C -0.535 0.208 -1.158
C 0.265 1.298 -0.396
C 0.187 0.708 1.043
C -0.059 -0.736 0.925
Cl 0.625 -3.529 0.036
H -0.269 0.032 -2.193
H -1.638 0.492 -0.949
H 1.240 1.464 -0.659
H -0.290 2.350 -0.489
H 0.996 1.123 1.620
H -0.803 0.962 1.459
H -0.183 -1.380 1.820
*
```

E_HOMO (alpha / beta), eV: -7.8 / -7.8
ΔE to the lowest compared entry with this formula, charge and spin, kJ/mol: 386.4
Orbital gap (alpha / beta), hartree: 0.2986 / 0.2986
E_LUMO (alpha / beta), hartree: 0.012 / 0.012

Which charges does natural (NBO) predict for the atoms? In e, they are:
1 C -0.169
2 C -0.074
3 C -0.424
4 C -0.366
5 C -0.469
6 C -0.054
7 Cl -0.008
8 H 0.235
9 H 0.216
10 H 0.209
11 H 0.205
12 H 0.230
13 H 0.229
14 H 0.240

Record 11
Formula: C6H7Cl2NO4RuTm
Source: OMol25
Level of theory: ωB97M-V with the def2-TZVPD basis set

```
! RIJCOSX wB97M-V def2-TZVPD def2/J DEFGRID3
* xyz 4 8
Ru 0.894 -0.136 -3.728
Tm -0.821 0.754 -1.219
Cl -0.757 -1.584 -2.539
Cl -1.313 3.060 -0.604
C 1.591 1.054 -2.479
C 1.473 -1.206 -5.166
C 1.081 1.350 -4.770
O 2.220 1.902 -1.930
O 1.905 -1.857 -6.014
O 1.342 2.342 -5.327
C -0.455 -1.802 2.459
N -0.597 -0.374 2.715
C -0.946 0.119 4.037
C -0.451 0.477 1.730
O -0.176 0.023 0.558
H -0.674 -2.304 3.406
H 0.562 -2.009 2.118
H -1.160 -2.106 1.676
H -0.178 0.790 4.429
H -1.878 0.681 4.027
H -1.049 -0.733 4.700
H -0.612 1.560 1.921
*
```

E_HOMO (alpha / beta), eV: -23.5 / -24.5
⟨S²⟩: 15.79
ΔE to the lowest compared entry with this formula, charge and spin, kJ/mol: 164.8
Orbital gap (alpha / beta), hartree: 0.2540 / 0.1696
E_LUMO (alpha / beta), hartree: -0.611 / -0.731

Which charges does natural (NBO) predict for the atoms? In e, they are:
1 Ru 0.835
2 Tm 1.909
3 Cl -0.240
4 Cl -0.429
5 C 0.251
6 C 0.478
7 C 0.422
8 O -0.140
9 O -0.107
10 O -0.123
11 C -0.451
12 N -0.044
13 C -0.456
14 C 0.595
15 O -0.707
16 H 0.303
17 H 0.322
18 H 0.300
19 H 0.356
20 H 0.348
21 H 0.303
22 H 0.276

Record 12
Formula: C6H7ClN2O
Source: OMol25
Level of theory: ωB97M-V with the def2-TZVPD basis set

```
! RIJCOSX wB97M-V def2-TZVPD def2/J DEFGRID3
* xyz 0 1
Cl -0.885 0.538 2.326
C -0.993 1.121 0.591
C -1.076 0.144 -0.378
N -1.279 0.400 -1.710
C -1.044 -0.765 -2.462
C -1.101 -1.758 -1.614
N -1.077 -1.257 -0.332
H -1.110 2.129 0.428
H -1.344 1.284 -2.133
H -1.115 -0.713 -3.580
H -1.018 -2.834 -1.786
H -1.025 -1.787 0.574
C 2.544 1.210 1.877
C 2.786 0.053 2.397
O 3.014 -0.955 2.904
H 3.184 1.571 1.039
H 1.538 1.618 1.860
*
```

E_HOMO, eV: -7.0
Structure (SMILES): ClC=C1NC=CN1.C=C=O
ΔE to the lowest compared entry with this formula, charge and spin, kJ/mol: 204.4
Orbital gap, hartree: 0.2851
E_LUMO, hartree: 0.026

Which charges does natural (NBO) predict for the atoms? In e, they are:
1 Cl -0.108
2 C -0.423
3 C 0.343
4 N -0.563
5 C -0.104
6 C -0.081
7 N -0.575
8 H 0.212
9 H 0.410
10 H 0.229
11 H 0.228
12 H 0.441
13 C -0.814
14 C 0.728
15 O -0.463
16 H 0.261
17 H 0.279

Record 13
Formula: C6H7ClN2O4
Source: OMol25
Level of theory: ωB97M-V with the def2-TZVPD basis set

```
! RIJCOSX wB97M-V def2-TZVPD def2/J DEFGRID3
* xyz 0 1
C -3.264 -1.658 -0.268
O -2.131 -1.253 0.448
O -1.726 0.032 -0.037
C -0.414 0.341 0.461
C -0.217 1.828 0.366
C 0.988 2.384 0.220
N 2.175 1.676 0.088
C 2.131 0.430 -0.090
N 3.364 -0.302 -0.347
O 3.366 -0.986 -1.342
O 4.267 -0.156 0.432
C 0.813 -0.379 -0.198
Cl 1.068 -1.974 0.594
H -3.045 -1.785 -1.331
H -4.090 -0.951 -0.144
H -3.524 -2.618 0.178
H -0.415 0.069 1.532
H -1.101 2.429 0.492
H 1.136 3.453 0.203
H 0.617 -0.582 -1.258
*
```

E_HOMO, eV: -9.9
Structure (SMILES): COO[C@@H]1C=CN=C([N+](=O)[O-])[C@H]1Cl
ΔE to the lowest compared entry with this formula, charge and spin, kJ/mol: 0.0
Orbital gap, hartree: 0.3321
E_LUMO, hartree: -0.033

Which charges does natural (NBO) predict for the atoms? In e, they are:
1 C -0.260
2 O -0.270
3 O -0.277
4 C 0.026
5 C -0.185
6 C -0.045
7 N -0.372
8 C 0.367
9 N 0.501
10 O -0.356
11 O -0.320
12 C -0.286
13 Cl -0.022
14 H 0.178
15 H 0.179
16 H 0.208
17 H 0.218
18 H 0.236
19 H 0.216
20 H 0.264

Record 14
Formula: C6H7ClNO2
Source: OMol25
Level of theory: ωB97M-V with the def2-TZVPD basis set

```
! RIJCOSX wB97M-V def2-TZVPD def2/J DEFGRID3
* xyz -1 1
C 0.756 0.519 0.214
C 2.099 -0.022 0.693
C 0.414 1.775 -0.064
C -0.002 -0.679 -0.300
C 1.064 -1.755 -0.551
C -2.644 1.057 0.096
N 2.076 -1.357 0.452
O -0.336 2.713 -0.192
O 2.971 0.595 1.341
Cl -3.763 0.013 0.941
H -2.495 1.979 0.714
H -0.607 -0.460 -1.197
H 0.656 -2.703 -0.263
H 1.485 -1.693 -1.580
H -2.958 1.283 -0.913
H -1.716 0.466 0.020
H 3.001 -1.730 0.589
*
```

E_HOMO (alpha / beta), eV: -1.8 / -1.8
ΔE to the lowest compared entry with this formula, charge and spin, kJ/mol: 203.4
Orbital gap (alpha / beta), hartree: 0.1973 / 0.1974
E_LUMO (alpha / beta), hartree: 0.131 / 0.131

Which charges does natural (NBO) predict for the atoms? In e, they are:
1 C -0.420
2 C 0.681
3 C 0.593
4 C -0.591
5 C -0.238
6 C -0.610
7 N -0.613
8 O -0.575
9 O -0.678
10 Cl -0.105
11 H 0.219
12 H 0.162
13 H 0.190
14 H 0.139
15 H 0.195
16 H 0.267
17 H 0.384

Record 15
Formula: C6H7ClNO2S
Source: OMol25
Level of theory: ωB97M-V with the def2-TZVPD basis set

```
! RIJCOSX wB97M-V def2-TZVPD def2/J DEFGRID3
* xyz -1 1
C 0.272 1.534 -0.785
C -0.316 1.852 0.376
C 0.629 0.182 -1.338
C -1.055 0.882 1.403
C 1.341 -0.682 -0.287
C 0.036 -1.473 -0.028
N 0.565 -0.057 -2.575
O -0.433 -0.116 2.048
O -1.895 -2.200 1.450
S -0.466 -1.802 1.594
Cl -0.033 -2.839 -1.153
H 0.742 2.193 -1.486
H -0.673 2.825 0.879
H -1.940 0.558 0.778
H -1.522 1.579 2.031
H 2.006 -1.332 -0.785
H 1.675 -0.127 0.596
H 1.065 -0.977 -2.721
*
```

E_HOMO, eV: -3.0
ΔE to the lowest compared entry with this formula, charge and spin, kJ/mol: 286.5
Orbital gap, hartree: 0.2398
E_LUMO, hartree: 0.131

Which charges does natural (NBO) predict for the atoms? In e, they are:
1 C -0.254
2 C -0.207
3 C 0.302
4 C -0.102
5 C -0.526
6 C -0.633
7 N -0.713
8 O -0.741
9 O -0.964
10 S 1.452
11 Cl -0.104
12 H 0.213
13 H 0.191
14 H 0.189
15 H 0.154
16 H 0.189
17 H 0.229
18 H 0.325